The following is a quantum chemistry calculation of C6H18ClCoN3O4 as an isolated structure, from OMol25.

Results
Spin multiplicity = 4
Kohn-Sham gap (spin up / spin down) = 0.1967 / 0.2065 Eh

Geometry as XYZ:
```
33
Properties=species:S:1:pos:R:3:forces:R:3:nbo_charge:R:1
Co 0.1733 -0.4811 0.7011 0.523 -0.009 -0.067 0.87
O -2.3431 -2.8884 2.5199 0.183 -0.896 0.744 -0.77
Cl -2.1953 -1.7113 1.7893 -2.934 -0.297 -0.494 2.60
O -3.5166 -1.0361 1.7341 -0.341 -0.061 0.505 -0.93
O -1.2929 -0.7958 2.3814 1.772 1.099 0.753 -0.86
O -1.8254 -1.9429 0.4392 0.909 -0.402 -1.151 -0.86
N -4.4591 0.5602 -0.0926 -0.038 -0.468 0.417 -0.72
C -3.4562 1.6387 -0.3236 0.797 0.260 -0.062 -0.24
C -2.0931 0.9818 0.0224 -0.347 0.441 -0.175 -0.28
N -0.8474 1.6785 -0.1274 -0.228 0.312 0.014 -0.83
H -5.3707 0.9085 0.1979 0.037 -0.023 -0.146 0.42
H -4.0718 -0.1112 0.6951 -0.135 0.190 -0.397 0.48
H -4.5723 -0.0181 -0.9256 -0.058 0.056 0.109 0.43
H -3.6686 2.4664 0.3539 -0.077 -0.056 -0.072 0.21
H -3.5186 1.9875 -1.3572 -0.033 -0.027 0.130 0.21
H -2.0117 0.0705 -0.5796 -0.138 0.008 0.194 0.22
H -2.1619 0.7347 1.0823 -0.096 -0.076 -0.256 0.22
H -0.7392 2.4821 0.4788 0.043 -0.075 -0.089 0.38
H -0.5885 1.8992 -1.0788 0.116 -0.061 0.050 0.38
C 3.1333 0.2669 -1.7779 -0.027 -0.255 0.343 -0.60
C 3.0485 -0.4573 -0.4116 0.895 0.001 -0.284 0.05
C 3.9908 0.2639 0.5824 -0.151 -0.207 -0.322 -0.61
C 3.5581 -1.9080 -0.5951 -0.205 0.372 0.020 -0.60
N 1.7308 -0.4556 0.0435 -0.660 0.060 0.265 -0.95
H 4.1483 0.2584 -2.1691 0.184 0.033 -0.067 0.19
H 2.8086 1.2972 -1.6609 -0.056 0.186 -0.008 0.19
H 2.4773 -0.2290 -2.4879 -0.108 -0.059 -0.114 0.20
H 5.0175 0.2505 0.2201 0.202 0.039 -0.008 0.19
H 3.9500 -0.2266 1.5504 -0.030 -0.080 0.139 0.21
H 3.6737 1.2952 0.7066 -0.068 0.170 0.032 0.20
H 4.5871 -1.9126 -0.9511 0.146 -0.033 -0.031 0.19
H 2.9305 -2.4278 -1.3145 -0.084 -0.075 -0.085 0.20
H 3.5051 -2.4374 0.3529 0.005 -0.068 0.113 0.21
```
Positions in Å, forces in eV/Å.



The following is a quantum chemistry calculation of C6H18ClMnO6 as an isolated structure, from OMol25.

Results
Spin multiplicity = 6
Charge = +1
Kohn-Sham gap (spin up / spin down) = 0.1153 / 0.1192 Eh

Geometry as XYZ:
```
32
Properties=species:S:1:pos:R:3:forces:R:3:nbo_charge:R:1
Mn -4.3319 1.0448 -1.2395 3.024 -0.572 0.622 1.67
Cl -1.8869 0.6100 -0.7339 -3.268 0.600 -0.643 -0.67
C 1.0420 3.7583 -1.6090 0.218 0.132 1.070 -0.10
C 1.1398 2.3826 -2.2755 1.713 0.928 1.287 -0.11
O 1.2356 1.3666 -1.2465 -1.375 0.121 -0.566 -0.71
O -0.2937 4.0778 -1.2062 -0.420 0.012 -0.678 -0.73
H 1.4884 4.5793 -2.1704 -0.665 -0.070 -0.611 0.20
H 1.6059 3.8307 -0.6725 0.482 -0.748 -0.183 0.18
H 2.1278 2.2835 -2.7242 -0.242 0.311 -0.678 0.20
H 0.3215 2.3040 -2.9898 0.012 -0.528 0.002 0.18
H 0.3650 0.9545 -1.2192 0.329 -0.213 0.091 0.45
H -0.5800 3.3625 -0.6296 0.117 0.063 0.134 0.45
C 1.0750 0.8246 2.0751 -0.467 0.788 1.167 -0.10
C 1.4815 0.4197 3.4718 0.449 0.861 0.987 -0.09
O 2.7485 -0.2052 3.5931 -0.378 -0.501 -0.933 -0.70
O 0.5524 -0.3045 1.4048 0.165 0.069 -0.629 -0.72
H 1.8865 1.3994 1.6163 0.213 -0.731 -0.529 0.19
H 0.2796 1.5770 2.1780 -0.123 -0.083 0.168 0.15
H 0.7135 -0.1780 3.9739 -0.140 -0.039 -0.265 0.17
H 1.6132 1.3326 4.0618 -0.287 0.042 -0.071 0.18
H 2.7143 -0.9188 2.9415 0.443 -0.136 0.250 0.46
H -0.0080 0.0499 0.7075 0.204 -0.350 0.006 0.45
C -0.8224 -3.0203 -0.4284 -0.829 -0.687 -0.703 -0.10
C -2.2526 -3.1300 -1.0635 0.909 -0.666 -0.183 -0.08
O -3.0043 -4.2444 -0.6085 -0.203 0.566 0.108 -0.72
O -0.2366 -4.3166 -0.4212 -0.451 0.070 -0.049 -0.70
H -0.8895 -2.6682 0.5996 0.268 0.128 -0.048 0.19
H -0.1615 -2.4302 -1.0701 -0.368 0.765 0.336 0.18
H -2.1630 -3.2703 -2.1453 0.276 -0.043 -0.107 0.16
H -2.8058 -2.1977 -0.9777 -0.242 0.316 0.538 0.12
H -2.5865 -4.6771 0.1442 0.274 0.146 -0.056 0.49
H -0.3676 -4.5966 -1.3364 0.365 -0.551 0.166 0.46
```
Positions in Å, forces in eV/Å.



The following is a quantum chemistry calculation of C6H18ClO3PbS3 as an isolated structure, from OMol25.

Results
Spin multiplicity = 1
Charge = +1
Kohn-Sham gap = 0.3382 Eh

Geometry as XYZ:
```
32
Properties=species:S:1:pos:R:3:forces:R:3:nbo_charge:R:1
Pb -0.6466 -0.0351 1.6450 0.540 0.185 -1.513 1.52
Cl -1.2711 0.8316 -0.9337 0.077 -0.375 1.085 -0.76
C -1.3952 -4.9062 0.8002 -0.988 0.062 0.882 -0.76
S -2.0380 -3.3100 1.4332 2.430 -0.344 -1.634 1.19
O -0.6799 -2.5888 1.6958 -1.810 0.263 -0.102 -1.02
C -2.5700 -2.7961 -0.2522 -0.109 0.632 0.459 -0.80
H -0.6863 -5.3000 1.5286 -0.037 0.150 -0.082 0.26
H -0.9685 -4.7805 -0.1949 -0.022 0.029 0.294 0.24
H -2.2910 -5.5271 0.8049 0.168 -0.394 -0.344 0.23
H -2.6813 -1.7118 -0.2578 -0.110 0.080 0.104 0.25
H -3.5398 -3.2325 -0.4912 0.082 -0.166 0.097 0.25
H -1.8192 -3.0348 -1.0055 0.008 -0.170 0.258 0.24
C 1.6388 -1.2913 -2.2002 -0.463 1.224 0.197 -0.81
S 2.3571 -0.9495 -0.5654 -1.392 -0.461 1.812 1.23
O 1.1545 -0.9475 0.4606 1.654 0.286 -1.259 -1.06
C 3.0028 0.7469 -0.6893 -1.004 0.169 -0.076 -0.81
H 2.4237 -1.0935 -2.9302 -0.079 -0.066 -0.047 0.25
H 0.8007 -0.6016 -2.2993 0.113 0.290 -0.210 0.27
H 1.1964 -2.2779 -2.3375 0.614 -0.210 0.610 0.26
H 3.8194 0.7060 -1.4101 -0.002 0.234 0.157 0.25
H 3.2842 1.1212 0.2950 0.606 -0.851 0.179 0.26
H 2.2369 1.4895 -0.9128 -0.246 -0.453 -0.845 0.25
C -1.1136 4.4147 1.5668 -0.923 -0.485 0.578 -0.83
S 0.5968 3.6423 1.6268 -0.843 0.104 -0.851 1.26
O 0.5479 2.1374 1.9749 -0.477 1.442 -0.517 -1.03
C 0.7869 3.7871 -0.1584 0.207 0.617 -1.683 -0.87
H -1.2486 5.4702 1.3308 1.381 0.269 -0.033 0.27
H -1.5864 4.3428 2.5462 0.340 -0.355 0.210 0.24
H -1.8238 3.9888 0.8581 0.492 -0.866 -0.155 0.25
H -0.0409 3.4147 -0.7619 -0.078 -0.772 0.554 0.27
H 1.7276 3.4863 -0.6196 0.134 -0.840 0.788 0.24
H 0.8273 4.8046 -0.5472 -0.265 0.771 1.087 0.27
```
Positions in Å, forces in eV/Å.